# 1
{"formula": "C6H14O3", "method": "ωB97M-V with the def2-TZVPD basis set", "relative_energy_kj_mol": 174.46, "smiles": "CC(C)(C)CC(O)(O)O", "charge": 0, "homo_lumo_gap_ev": 9.42, "elements": ["C", "C", "C", "C", "C", "C", "O", "O", "O", "H", "H", "H", "H", "H", "H", "H", "H", "H", "H", "H", "H", "H", "H"], "coordinates": [[-0.291, 0.350, 1.746], [0.138, -0.088, -0.801], [0.511, -0.687, 0.471], [-1.340, 0.012, -1.097], [0.904, 1.160, -1.183], [0.816, -1.496, -1.745], [0.499, 0.340, 2.920], [-0.488, 1.696, 1.465], [-1.510, -0.287, 1.997], [0.567, -0.567, 3.236], [-0.305, 2.199, 2.273], [-2.051, 0.268, 2.582], [1.567, -0.599, 0.712], [0.063, -1.653, 0.685], [-1.876, -0.862, -0.734], [-1.750, 0.894, -0.609], [-1.496, 0.111, -2.171], [1.971, 1.042, -1.006], [0.739, 1.393, -2.234], [0.541, 2.003, -0.598], [0.903, -1.094, -2.751], [1.802, -1.834, -1.436], [0.086, -2.300, -1.723]]}

# 2
{"formula": "C6H14O4", "method": "ωB97M-V with the def2-TZVPD basis set", "relative_energy_kj_mol": 384.97, "charge": 0, "homo_lumo_gap_ev": 8.73, "elements": ["C", "C", "C", "O", "O", "H", "H", "H", "H", "H", "H", "H", "H", "C", "C", "C", "O", "O", "H", "H", "H", "H", "H", "H"], "coordinates": [[-0.854, 0.792, -1.925], [0.901, -0.441, -0.907], [1.916, 0.684, -0.817], [-1.081, 1.731, -1.116], [-1.767, -0.166, -2.164], [-2.378, -0.200, -1.406], [-1.335, 1.130, -0.019], [-0.143, 0.903, -2.736], [1.268, -1.285, -0.329], [0.793, -0.867, -1.904], [1.591, 1.609, -1.298], [2.130, 0.933, 0.223], [2.873, 0.397, -1.267], [0.378, 0.930, 2.384], [-0.874, -2.036, 0.622], [-0.528, -0.579, 0.775], [0.373, -0.367, 1.770], [-1.525, 0.258, 0.687], [1.217, 0.917, 3.075], [-0.555, 1.099, 2.923], [0.516, 1.721, 1.646], [-0.002, -2.663, 0.784], [-1.280, -2.218, -0.371], [-1.634, -2.283, 1.369]]}

# 3
{"formula": "C6H14O4", "method": "ωB97M-V with the def2-TZVPD basis set", "relative_energy_kj_mol": 151.41, "smiles": "COC(C)=O.CCC(O)O", "charge": 0, "homo_lumo_gap_ev": 9.73, "elements": ["C", "C", "C", "O", "O", "H", "H", "H", "H", "H", "H", "H", "H", "C", "C", "C", "O", "O", "H", "H", "H", "H", "H", "H"], "coordinates": [[0.164, 1.916, 0.519], [-0.564, 0.527, 1.265], [-2.068, 0.748, 1.323], [-0.484, 2.232, -0.658], [1.501, 1.751, 0.384], [1.624, 1.063, -0.405], [-0.097, 1.695, -1.370], [-0.066, 2.698, 1.247], [-0.346, -0.499, 0.977], [-0.121, 0.600, 2.259], [-2.501, 0.730, 0.323], [-2.551, -0.017, 1.928], [-2.300, 1.722, 1.749], [2.261, -1.826, 0.070], [-0.931, -1.213, -1.675], [0.441, -0.944, -1.141], [0.936, -1.967, -0.445], [1.139, 0.012, -1.498], [2.947, -1.514, -0.720], [2.540, -2.805, 0.452], [2.270, -1.087, 0.875], [-0.848, -1.494, -2.724], [-1.535, -0.313, -1.615], [-1.408, -2.015, -1.121]]}

# 4
{"formula": "C6H14O4P", "method": "ωB97M-V with the def2-TZVPD basis set", "relative_energy_kj_mol": 57.47, "charge": -1, "homo_lumo_gap_ev": 5.25, "elements": ["C", "P", "C", "O", "H", "H", "H", "H", "H", "H", "C", "C", "O", "C", "O", "O", "C", "H", "H", "H", "H", "H", "H", "H", "H"], "coordinates": [[3.560, 3.680, 1.471], [2.272, 2.623, 1.001], [2.889, 0.938, 1.539], [0.977, 2.683, 2.163], [3.673, 3.787, 2.562], [3.374, 4.668, 1.032], [2.647, 0.700, 2.583], [3.970, 0.926, 1.409], [2.443, 0.157, 0.918], [1.289, 2.362, 3.018], [-2.467, -2.880, -2.990], [-1.866, -3.259, -1.652], [-0.988, -2.246, -1.153], [-1.595, -1.186, -0.593], [-2.791, -1.076, -0.453], [-0.672, -0.324, -0.226], [-1.162, 0.885, 0.390], [-1.679, -2.654, -3.708], [-3.061, -3.710, -3.377], [-3.111, -2.009, -2.888], [-1.233, -4.140, -1.748], [-2.642, -3.462, -0.914], [-1.799, 0.634, 1.236], [-1.734, 1.457, -0.339], [-0.294, 1.447, 0.719]]}

# 5
{"formula": "C6H14O7Zr", "method": "ωB97M-V with the def2-TZVPD basis set", "relative_energy_kj_mol": 0.00, "charge": -2, "homo_lumo_gap_ev": 4.84, "elements": ["Zr", "O", "C", "C", "O", "H", "H", "H", "H", "O", "C", "C", "O", "H", "H", "H", "H", "O", "C", "C", "O", "H", "H", "H", "H", "O", "H", "H"], "coordinates": [[21.668, 0.232, -17.659], [20.162, 0.327, -19.127], [19.092, 0.762, -19.840], [17.701, 0.464, -19.234], [17.484, 0.701, -17.956], [19.038, 0.361, -20.878], [19.163, 1.867, -19.937], [17.427, -0.606, -19.538], [16.977, 1.066, -19.879], [22.846, 0.200, -15.847], [22.459, 1.195, -14.957], [21.021, 1.701, -15.117], [20.575, 1.646, -16.403], [23.157, 2.040, -15.117], [22.584, 0.941, -13.879], [21.062, 2.732, -14.680], [20.319, 1.218, -14.396], [22.940, 1.585, -18.698], [23.828, 0.956, -19.545], [23.596, -0.549, -19.783], [22.835, -1.178, -18.804], [24.852, 1.084, -19.110], [23.977, 1.524, -20.487], [24.558, -1.070, -19.951], [23.082, -0.612, -20.766], [20.378, -1.364, -16.874], [19.412, -1.287, -16.830], [20.639, -2.190, -16.463]]}

Quick rundown of HOMO level, same order as above: -0.32332 -0.29153 -0.33236 -0.08881 0.01587 hartree